C4H6Cl2 | wB97M-V/def2-TZVPD

CARTESIAN COORDINATES (ANGSTROEM)
C -1.590 0.318 -0.398
C -0.434 0.235 0.547
C 0.840 0.049 -0.269
C 1.894 -0.606 0.214
H -1.144 0.519 -1.329
H -2.230 -0.639 -0.595
H -2.491 1.031 -0.274
H -0.413 1.234 1.033
H -0.464 -0.612 1.251
H 0.937 0.805 -1.144
Cl 3.462 -0.501 -0.427
Cl 1.633 -1.833 1.391

Computed properties:
ΔE to the lowest compared entry with this formula, charge and spin: 25.41 kcal per mole
DFT total energy: -29288.7483 eV
Gap between HOMO and LUMO: 0.3690 Ha
HOMO energy: -9.30 eV

C4H6Cl2FNO4 | wB97M-V/def2-TZVPD

CARTESIAN COORDINATES (ANGSTROEM)
C 1.091 -0.354 -0.424
C -1.307 0.159 0.195
C 0.117 0.024 0.635
C 1.892 2.904 0.310
N 0.418 0.282 1.845
O -0.485 0.699 2.699
O 1.594 0.107 2.348
O 2.465 -0.467 -0.109
O -2.009 1.411 0.329
F 0.966 3.808 0.406
Cl 2.360 2.502 -1.265
Cl 2.612 2.209 1.658
H 0.772 -1.328 -0.873
H 0.806 0.470 -1.221
H -1.872 -0.673 0.592
H -1.378 0.075 -0.972
H 2.324 -0.287 0.875
H -1.744 1.744 1.167

Computed properties:
ΔE to the lowest compared entry with this formula, charge and spin: 56.96 kcal per mole
DFT total energy: -41679.6641 eV
Gap between HOMO and LUMO (alpha / beta): 0.2956 / 0.1939 Ha
HOMO energy (alpha / beta): -9.30 / -8.29 eV

C4H6Cl2N | wB97M-V/def2-TZVPD

CARTESIAN COORDINATES (ANGSTROEM)
C 0.398 0.614 0.648
C -0.369 -0.538 1.010
C -1.737 -0.073 0.312
C 1.996 0.325 -1.210
N 1.062 0.674 -0.459
Cl 3.615 0.890 -1.181
Cl 1.669 -0.639 -2.719
H -2.337 -1.125 0.435
H -0.163 1.548 0.724
H -0.363 -1.093 1.914
H 0.220 -1.305 0.364
H -1.629 0.188 -0.787
H -2.361 0.534 0.950

Computed properties:
Charge: +1
ΔE to the lowest compared entry with this formula, charge and spin: 35.93 kcal per mole
DFT total energy: -30769.6773 eV
Gap between HOMO and LUMO: 0.3619 Ha
HOMO energy: -15.89 eV

C4H6Cl2N3 | wB97M-V/def2-TZVPD

CARTESIAN COORDINATES (ANGSTROEM)
C 0.706 0.422 1.236
C -0.837 -0.336 -1.162
C -0.846 1.435 -0.355
C -0.532 -1.289 -0.018
N -1.206 -0.536 -2.277
N 0.147 1.464 0.643
N 0.308 -0.818 0.988
Cl -2.491 1.579 0.283
Cl -2.171 -1.792 0.681
H 1.555 0.795 1.890
H -0.691 2.151 -1.123
H -0.209 -2.173 -0.359
H -1.261 -1.251 -2.972
H 0.390 2.459 0.758
H 0.624 -1.657 1.411

Computed properties:
Charge: +1
ΔE to the lowest compared entry with this formula, charge and spin: 62.68 kcal per mole
DFT total energy: -33751.0922 eV
Gap between HOMO and LUMO: 0.3127 Ha
HOMO energy: -13.03 eV

C4H6Cl2N3 | wB97M-V/def2-TZVPD

CARTESIAN COORDINATES (ANGSTROEM)
C 0.746 -1.602 0.411
C -0.156 0.297 1.581
C -0.017 0.089 -0.843
C -0.253 0.620 -2.220
N 0.533 -1.110 -0.729
N 0.457 -0.976 1.578
N -0.463 0.765 0.217
Cl -1.753 0.177 2.482
Cl 0.937 1.600 2.314
H 1.183 -2.521 0.280
H 0.609 0.928 -2.678
H -1.007 1.497 -2.376
H -0.684 -0.098 -2.775
H 0.543 -1.416 2.473
H -0.676 1.750 0.286

Computed properties:
Charge: +1
ΔE to the lowest compared entry with this formula, charge and spin: 18.39 kcal per mole
DFT total energy: -33753.0126 eV
Gap between HOMO and LUMO: 0.3642 Ha
HOMO energy: -15.16 eV

C4H6Cl2N3O2 | wB97M-V/def2-TZVPD

CARTESIAN COORDINATES (ANGSTROEM)
C -2.326 1.074 -0.254
C -2.057 -1.318 -0.179
C -0.170 -0.072 -1.028
C 1.116 0.562 0.863
N -1.170 1.357 -0.482
N -2.851 -0.297 -0.159
N -0.773 -1.208 -0.462
O -0.238 0.009 -2.338
O 0.986 0.247 -0.554
Cl -3.459 2.251 0.252
Cl -2.605 -2.847 0.224
H 1.331 1.607 0.998
H 2.010 0.229 1.401
H 0.175 0.293 1.407
H -3.762 -0.365 0.179
H -0.098 -1.958 -0.375
H 0.512 0.564 -2.454

Computed properties:
Charge: +1
ΔE to the lowest compared entry with this formula, charge and spin: 39.67 kcal per mole
DFT total energy: -37846.8660 eV
Gap between HOMO and LUMO: 0.3551 Ha
HOMO energy: -14.10 eV

C4H6Cl2N3S | wB97M-V/def2-TZVPD

CARTESIAN COORDINATES (ANGSTROEM)
C 0.451 1.667 1.158
C -1.341 0.792 -0.043
C 0.102 -1.034 0.726
C 0.842 -0.726 -1.956
N -0.613 1.798 0.304
N -1.112 -0.485 0.254
N 0.794 0.553 1.720
S 1.298 -1.628 -0.417
Cl -2.818 1.112 -0.834
Cl -2.473 -1.691 0.310
H 0.843 2.722 1.424
H 0.137 -1.627 1.637
H 1.249 0.208 -1.859
H -0.168 -0.570 -2.107
H 1.258 -1.444 -2.682
H 1.549 0.353 2.366

Computed properties:
Charge: +1
ΔE to the lowest compared entry with this formula, charge and spin: 58.92 kcal per mole
DFT total energy: -44585.4588 eV
Gap between HOMO and LUMO: 0.3116 Ha
HOMO energy: -14.08 eV

C4H6Cl2O | wB97M-V/def2-TZVPD

CARTESIAN COORDINATES (ANGSTROEM)
C 1.410 -0.667 -0.095
C -0.006 1.469 0.135
C -1.013 -0.960 0.216
C 0.148 0.066 -0.440
O 1.552 -1.744 0.394
Cl 2.867 0.280 -0.302
Cl -2.617 -0.466 -0.425
H -0.183 1.329 1.232
H -0.985 1.823 -0.208
H 0.914 1.923 -0.255
H -1.042 -2.084 -0.027
H -1.156 -0.898 1.239
H 0.109 -0.070 -1.463

Computed properties:
ΔE to the lowest compared entry with this formula, charge and spin: 9.56 kcal per mole
DFT total energy: -31337.0032 eV
Gap between HOMO and LUMO: 0.4190 Ha
HOMO energy: -10.70 eV

C4H6Cl2O2P | wB97M-V/def2-TZVPD

CARTESIAN COORDINATES (ANGSTROEM)
C 0.120 1.204 1.808
C -1.027 0.941 1.205
C -1.128 0.055 0.048
C 0.400 -1.452 -1.135
O 0.004 -0.561 -0.165
O -2.236 -0.172 -0.483
P -3.952 0.548 0.202
Cl -4.780 0.775 -1.544
Cl -4.595 -1.193 0.883
H 0.069 2.009 2.502
H 1.094 0.830 1.330
H -2.066 1.482 1.378
H 0.929 -2.268 -0.702
H 1.047 -0.763 -1.721
H -0.266 -1.834 -1.847

Computed properties:
Charge: +1
ΔE to the lowest compared entry with this formula, charge and spin: 26.92 kcal per mole
DFT total energy: -42666.2396 eV
Gap between HOMO and LUMO: 0.3729 Ha
HOMO energy: -14.70 eV

C4H6Cl4F | wB97M-V/def2-TZVPD

CARTESIAN COORDINATES (ANGSTROEM)
Cl -5.386 -1.810 2.447
H -0.238 -0.380 1.205
C -0.162 0.228 0.271
C 1.036 -0.032 -0.626
C 2.396 0.244 0.032
C -1.548 -0.003 -0.346
Cl -2.764 0.400 0.867
Cl -1.725 1.041 -1.781
Cl -1.703 -1.719 -0.817
F -0.138 1.577 0.669
H 1.004 -1.068 -0.977
H 0.953 0.581 -1.522
H 3.218 0.036 -0.677
H 2.499 1.291 0.346
H 2.557 -0.385 0.909

Computed properties:
ΔE to the lowest compared entry with this formula, charge and spin: 0.00 kcal per mole
2S+1: 2
DFT total energy: -57050.8947 eV
<S²>: 0.75
Gap between HOMO and LUMO (alpha / beta): 0.4318 / 0.2657 Ha
HOMO energy (alpha / beta): -11.20 / -11.20 eV

C4H6ClF | wB97M-V/def2-TZVPD

CARTESIAN COORDINATES (ANGSTROEM)
C 0.074 -2.103 -0.475
C -0.577 -0.907 0.196
C 0.772 -0.280 0.750
C 0.941 1.081 0.505
H -0.928 -2.272 -1.223
H 0.988 -1.771 -0.962
H 0.105 -2.916 0.348
H -1.165 -1.176 0.978
H 1.501 -0.895 1.273
H 0.201 1.902 -0.029
F 1.875 1.695 1.170
Cl -1.461 0.301 -0.986

Computed properties:
ΔE to the lowest compared entry with this formula, charge and spin: 57.34 kcal per mole
DFT total energy: -19482.2557 eV
Gap between HOMO and LUMO: 0.3711 Ha
HOMO energy: -9.19 eV

C4H6ClNO | wB97M-V/def2-TZVPD

CARTESIAN COORDINATES (ANGSTROEM)
C -1.353 1.215 0.145
C -1.202 0.063 -0.056
C 1.475 -0.002 -0.368
C -1.298 -1.441 -0.022
N 1.441 1.189 0.165
O 0.717 2.117 -0.281
Cl 2.600 -1.233 0.222
H -1.438 2.352 0.348
H 1.223 -0.162 -1.395
H -0.954 -1.865 -0.957
H -2.417 -1.710 0.073
H -0.692 -1.804 0.939
H 1.899 1.282 1.186

Computed properties:
ΔE to the lowest compared entry with this formula, charge and spin: 142.19 kcal per mole
DFT total energy: -20299.7121 eV
Gap between HOMO and LUMO (alpha / beta): 0.3527 / 0.3526 Ha
HOMO energy (alpha / beta): -8.99 / -8.99 eV